No. 1
ORCA calculation (ωB97M-V with the def2-TZVPD basis set) on a structure of composition C23H45Cl3N2O4PRuSi at a distorted geometry.

Results
- ⟨S²⟩: 8.7603
- 2S+1: 6
- E: -93069.22297 eV
- Relative energy (zero: lowest compared OMol25 entry of this formula, charge and spin): 6.4 kcal/mol
- HOMO level (alpha / beta): -6.9 / -7.2 eV
- Gap between HOMO and LUMO (alpha / beta): 7.3945 / 7.2934 eV
- Lowest unoccupied orbital energy (alpha / beta): 0.01638 / 0.00204 Eh
- Molecular weight: 680.1 g/mol

```
80
Properties=species:S:1:pos:R:3:lowdin_spin:R:1
C -2.28599 3.72108 -0.31932 0.000
C -2.72368 2.30220 -0.43029 0.005
H -2.67324 4.32995 -1.14328 0.000
H -1.19197 3.77658 -0.32832 0.001
H -2.63600 4.17618 0.62148 0.000
C -3.79798 1.90079 -1.12407 0.009
C -4.69200 2.82322 -1.87903 0.002
H -4.08553 0.84987 -1.14115 0.000
H -4.12804 3.50324 -2.53170 0.000
H -5.30610 3.43863 -1.20493 0.000
H -5.37957 2.24863 -2.50997 0.000
Ru 1.40897 0.14964 0.00163 3.813
Cl 1.28560 0.90290 2.11151 0.282
Cl 3.40051 0.32780 -1.07423 0.252
C -0.36870 -1.95903 1.83039 0.004
O -0.21578 -1.56490 0.66440 0.054
N -0.76731 -3.21942 2.11404 0.004
C -0.99811 -4.15419 1.02342 0.000
C -1.30299 -3.56557 3.41981 0.001
H -0.20403 -1.31375 2.71269 0.001
H -0.15237 -4.13350 0.32645 0.000
H -1.92674 -3.92421 0.47660 0.000
H -1.08674 -5.15420 1.46211 0.000
H -0.93183 -2.85641 4.16875 0.000
H -0.97692 -4.58029 3.68137 0.000
H -2.40515 -3.54071 3.42020 0.000
H -0.99101 1.64128 -3.24616 0.001
H -3.03442 -0.27628 -3.43189 0.001
C -0.42604 0.79701 -3.66542 0.001
C -2.19988 -0.92094 -3.74969 0.002
N -0.95701 -0.45984 -3.15114 0.020
H 0.63169 0.87620 -3.39535 0.000
C -0.24678 -1.20923 -2.29921 0.017
O 0.91171 -0.89791 -1.93215 0.060
H -2.40692 -1.95854 -3.45214 0.000
H -0.72790 -2.14498 -1.96370 0.001
H -0.55369 0.79627 -4.75528 0.000
H -2.12196 -0.84919 -4.84450 0.000
O -0.82058 0.96003 -0.49774 0.172
C -1.84553 1.29271 0.32412 0.013
C -2.89126 -0.93913 -0.18430 0.000
C -2.61780 0.04536 0.75990 0.000
H -2.47890 -0.80357 -1.19476 0.000
C -3.73344 -2.00526 0.15881 0.000
H -1.49592 1.82185 1.23005 0.003
C -3.09808 -0.04019 2.05893 0.000
H -3.98807 -2.74056 -0.60333 0.000
C -4.22235 -2.10018 1.46288 0.000
C -3.89705 -1.12694 2.41358 0.000
H -2.83495 0.76340 2.75595 0.000
H -4.85934 -2.94227 1.74281 0.000
H -4.26839 -1.19643 3.43732 0.000
Si 3.03689 3.46376 -0.95069 0.014
Cl 1.15044 2.40337 -0.71140 0.124
C 3.68675 3.03346 -2.65622 0.005
C 4.06586 3.06246 0.55151 0.000
C 2.48825 5.25657 -0.91524 0.007
H 2.96685 2.45258 -3.24958 0.001
H 4.61710 2.45356 -2.59724 0.002
H 3.90355 3.96360 -3.20386 0.000
H 2.03512 5.56740 -1.86433 0.000
H 3.36777 5.88891 -0.73137 0.001
H 1.75920 5.44492 -0.11530 0.001
H 3.77546 2.10197 0.99631 -0.002
H 3.92895 3.83833 1.31839 0.000
H 5.13620 3.01953 0.30928 0.000
C 3.40555 -3.93622 1.48983 0.006
P 3.43835 -2.14173 1.53128 0.016
C 3.27214 -1.62345 3.23571 0.002
C 5.03063 -1.57587 0.95037 0.003
O 2.29135 -1.71045 0.62338 0.096
H 4.27978 -4.34154 2.01521 0.002
H 3.41259 -4.26484 0.44132 0.000
H 2.48696 -4.29848 1.97112 0.000
H 3.99808 -2.18228 3.83755 0.000
H 3.46676 -0.54972 3.31558 0.001
H 2.26215 -1.83160 3.60106 0.001
H 5.08026 -1.71647 -0.13367 0.002
H 5.13752 -0.50935 1.17549 0.000
H 5.83507 -2.13559 1.43939 0.000
```

=====

No. 2
ORCA calculation (ωB97M-V with the def2-TZVPD basis set) on a cluster of 8 separate species, C23H45O22 in total at a distorted geometry.

Results
- E: -69621.47656 eV
- HOMO level: -2.6 eV
- Gap between HOMO and LUMO: 5.1169 eV
- Lowest unoccupied orbital energy: 0.09158 Eh
- Net charge: -1
- Molecular weight: 673.6 g/mol

```
90
Properties=species:S:1:pos:R:3:mulliken_charge:R:1
C 1.19954 0.51911 -0.71252 -0.327
O 0.06271 0.06532 -0.04939 -0.653
H 2.02323 0.97738 -0.16514 0.162
H 1.59228 -0.30326 -1.31049 -0.404
H 0.99284 1.42109 -1.28854 0.267
C 4.00695 -2.01461 -2.19316 -1.045
C 4.63596 -3.37117 -1.87731 0.518
C 3.67114 -4.51591 -1.79275 0.390
O 4.07370 -5.31637 -2.86795 -0.424
C 5.20637 -4.94746 -3.48026 0.592
O 5.74552 -5.53471 -4.35897 -0.542
O 5.55396 -3.78461 -2.87279 -0.446
H 3.42728 -1.72881 -1.31543 0.140
H 3.26409 -2.02058 -2.99079 0.241
H 4.71441 -1.22004 -2.43034 0.396
H 5.17863 -3.33803 -0.93259 0.216
H 2.70275 -4.09970 -2.07042 -0.268
H 3.59892 -5.04699 -0.84362 0.251
C -1.59250 0.21356 -4.01581 -0.132
O -2.62925 1.16618 -3.95817 -0.420
C -3.21761 1.27227 -2.75593 0.743
O -2.97144 0.63517 -1.72992 -0.339
O -4.08244 2.19977 -2.82421 -0.417
C -4.85123 2.47234 -1.69481 -0.315
H -2.04328 -0.77625 -4.08771 0.224
H -0.87641 0.22108 -3.19406 -0.184
H -0.95443 0.60865 -4.80630 0.334
H -5.29282 1.54264 -1.33601 0.271
H -5.58470 3.23676 -1.95130 0.325
H -4.28955 3.00045 -0.92428 -0.091
C -4.23204 -4.25592 -1.98431 -0.692
O -3.01880 -4.02923 -2.65019 -0.403
C -2.08874 -3.16137 -2.33397 0.707
O -2.20509 -2.29444 -1.39948 -0.362
O -0.99278 -3.46676 -3.01396 -0.464
C 0.20250 -2.73263 -2.67527 0.734
H -4.74801 -3.41003 -1.53005 0.299
H -4.16926 -4.92037 -1.12253 0.262
H -4.96527 -4.60715 -2.71033 0.307
H 0.93293 -3.15151 -3.36745 0.233
H 0.55664 -2.99418 -1.67814 -0.440
H 0.09562 -1.65277 -2.77815 -0.190
C -2.01055 0.92743 5.83594 -0.587
O -0.63528 0.99590 5.51222 -0.354
C -0.24816 1.00185 4.25730 0.608
O -0.95269 1.05344 3.23201 -0.425
O 1.17450 1.06284 4.26971 -0.373
C 1.71349 1.31483 2.95970 -0.165
H -2.52153 -0.00271 5.58725 0.301
H -2.57267 1.64488 5.23813 0.214
H -2.15792 1.18068 6.88582 0.251
H 1.20999 2.18420 2.53688 0.004
H 1.44480 0.55689 2.22387 0.062
H 2.80135 1.38314 2.95807 0.393
C 2.54483 -2.71492 1.26557 -0.530
O 1.86711 -3.84725 0.78695 -0.270
C 0.55090 -3.95405 0.94066 0.818
O -0.23698 -3.10636 1.37168 -0.504
O 0.13676 -5.18765 0.46008 -0.367
C -1.22291 -5.42194 0.47199 -0.419
H 3.62512 -2.78810 1.14017 0.302
H 2.43380 -2.57180 2.34041 0.348
H 2.21900 -1.81231 0.74862 0.013
H -1.46765 -6.47893 0.57675 0.320
H -1.73530 -4.97729 -0.38115 -0.051
H -1.64182 -4.86968 1.31320 0.336
C -4.68019 3.49720 2.16336 -0.559
O -3.52242 4.08177 1.64198 -0.394
C -2.59940 3.30052 1.11160 0.672
O -2.71486 2.03501 0.95563 -0.285
O -1.63418 4.11397 0.63750 -0.432
C -0.80230 3.53766 -0.32865 0.360
H -5.19256 4.20530 2.81464 0.257
H -4.43505 2.62802 2.77370 0.254
H -5.35597 3.13359 1.38926 0.205
H -0.14470 2.86138 0.21752 -0.158
H -0.19723 4.31138 -0.80125 0.310
H -1.42371 2.97765 -1.02746 -0.278
C 2.51689 5.51004 3.64277 -0.709
O 2.29465 5.11007 2.32257 -0.199
C 2.05472 6.10222 1.44325 0.776
O 1.72089 7.28206 1.69192 -0.617
O 2.23658 5.65342 0.15924 -0.369
C 2.72650 4.39272 -0.24592 -0.197
H 2.12598 6.42673 4.08434 0.343
H 3.58918 5.57850 3.82605 0.299
H 2.02567 4.67616 4.14421 0.200
H 2.13201 3.65846 0.29771 -0.076
H 3.78794 4.23044 -0.05856 0.347
H 2.54147 4.26612 -1.31262 0.272
```

=====

No. 3
ORCA calculation (ωB97M-V with the def2-TZVPD basis set) on a structure of composition C23H46AsF3O6P at a distorted geometry.

Results
- E: -115160.19684 eV
- HOMO level: -4.0 eV
- Gap between HOMO and LUMO: 6.6442 eV
- Lowest unoccupied orbital energy: 0.09827 Eh
- Net charge: -1
- Molecular weight: 581.5 g/mol

```
80
Properties=species:S:1:pos:R:3:mulliken_charge:R:1
C 5.62922 0.36699 2.42940 -0.631
O 5.05529 1.55018 1.92149 -0.421
C 5.58554 2.04843 0.70519 -0.643
C 4.66170 1.81907 -0.48931 -0.400
C 4.90472 0.50614 -1.24377 -1.015
C 4.31001 -0.72672 -0.53097 -0.044
C 3.24084 -1.41585 -1.37120 -0.459
C 2.64010 -2.70251 -0.77339 -0.582
C 2.55455 -2.73974 0.75462 -0.296
C 1.55816 -3.76400 1.29830 -1.376
C 0.10108 -3.48316 0.93528 -0.544
C -0.44142 -2.22187 1.61047 -0.692
C -1.74313 -1.68828 0.98026 -0.871
C -1.76610 -0.16094 0.86169 -1.623
As -2.33074 0.76643 -0.85777 2.274
C -3.97083 -0.46910 -1.34138 -1.330
C -4.44249 -1.57037 -0.49368 -0.319
O -5.42505 -1.54214 0.24165 -0.603
C -0.86022 2.17653 -0.54092 -1.596
C 0.56484 1.99322 -1.00960 -0.231
O 1.35516 3.18462 -0.73238 -0.570
C -3.65865 2.03111 0.10794 -1.518
C -4.60469 1.35443 1.06998 0.243
O -4.80702 2.19593 2.26644 -0.386
C -4.64570 1.60810 3.46315 0.759
C -5.41016 0.32511 3.66865 -0.853
O -4.01402 2.13856 4.34407 -0.620
P -2.98388 1.85501 -2.97320 -0.170
C -1.54429 2.77170 -3.65726 -0.982
O -3.03932 0.63587 -4.13642 -0.465
C -1.01220 -0.56674 -1.88896 -0.404
F 0.09284 -0.93340 -1.16020 0.479
F -0.50372 -0.04988 -3.04129 -0.303
F -1.58584 -1.75028 -2.25571 -0.340
H 6.28303 0.59444 3.27781 0.281
H 4.83549 -0.30012 2.77305 0.204
H 6.20469 -0.16644 1.66759 0.294
H 5.73950 3.12351 0.83864 0.381
H 6.57394 1.60989 0.51712 0.337
H 4.72953 2.67506 -1.16403 0.483
H 3.63776 1.82172 -0.10052 0.095
H 4.49421 0.58596 -2.25234 0.520
H 5.98888 0.37298 -1.32704 0.357
H 5.09828 -1.45125 -0.30211 0.331
H 3.88593 -0.40338 0.42178 0.129
H 2.43796 -0.71061 -1.60654 -0.203
H 3.70257 -1.67668 -2.32984 0.360
H 3.25573 -3.54731 -1.10285 0.547
H 1.64680 -2.83528 -1.20225 0.151
H 2.31114 -1.74706 1.14354 0.101
H 3.54985 -2.97269 1.14817 0.476
H 1.64072 -3.77584 2.39167 0.390
H 1.85646 -4.76073 0.95473 0.406
H -0.00175 -3.38896 -0.14946 0.317
H -0.50472 -4.34801 1.22515 0.408
H 0.32252 -1.44726 1.54757 0.104
H -0.62693 -2.46770 2.65919 0.486
H -2.57548 -2.02003 1.60989 0.776
H -1.88251 -2.18769 0.02286 0.103
H -0.72600 0.16371 0.94570 0.594
H -2.24744 0.28779 1.73235 0.771
H -3.83364 -0.89869 -2.33838 0.685
H -4.79641 0.24568 -1.43822 0.517
H -3.85355 -2.49882 -0.53878 0.378
H -1.23218 3.13243 -0.92584 0.752
H -0.82125 2.32160 0.54409 0.587
H 1.04599 1.19220 -0.44636 -0.318
H 0.63791 1.77407 -2.07065 0.352
H 1.56399 3.59941 -1.57170 0.372
H -3.10113 2.79788 0.65073 0.369
H -4.25330 2.56499 -0.63720 0.465
H -5.59014 1.20484 0.62976 0.316
H -4.25644 0.38274 1.40203 -0.303
H -6.47978 0.52414 3.59939 0.269
H -5.17495 -0.05813 4.65866 0.308
H -5.15712 -0.42635 2.92165 0.290
H -0.60501 2.22476 -3.67673 0.216
H -1.43500 3.71173 -3.11245 0.326
H -1.80887 3.02481 -4.68758 0.435
H -3.94381 0.61031 -4.46345 0.313
```